No. 1
Molecular formula: C8H27FN2O8S
Method: DFT, wB97M-V/def2-TZVPD

Element x y z (Å)
C  2.8236  1.6484  0.3475
C  1.7747  2.6929  0.6355
O  2.0933  3.8511  0.8328
N  0.4220  2.2932  0.7374
C  -0.5358  3.3920  0.5066
N  0.0684  1.1612  -0.0330
S  0.0374  -0.2458  0.8089
O  1.0683  -1.1366  0.4154
O  -0.1633  -0.0350  2.1895
F  -1.2661  -0.8865  0.2488
H  3.0835  1.0965  1.2398
H  3.6949  2.1796  0.0043
H  2.5392  0.9579  -0.4331
H  -1.2637  3.4415  1.3012
H  -0.0411  4.3422  0.3926
H  -1.0850  3.1864  -0.4005
H  0.5637  1.0838  -0.9191
C  -0.0439  -1.4165  5.3492
O  -0.6620  -2.0211  6.4839
H  0.3694  -0.4624  5.6646
H  0.7652  -2.0477  4.9701
H  -0.7703  -1.2405  4.5542
H  -1.0300  -2.8607  6.2036
C  1.0213  -0.3003  -3.9187
O  1.5206  0.7575  -3.0945
H  0.1040  0.0570  -4.3772
H  1.7406  -0.5633  -4.6971
H  0.7991  -1.1827  -3.3138
H  2.3306  0.4460  -2.6824
C  -4.0698  -1.9565  -2.3658
O  -3.5988  -0.9235  -1.5056
H  -4.8945  -1.5516  -2.9489
H  -3.2820  -2.2916  -3.0486
H  -4.4347  -2.8117  -1.7921
H  -2.8689  -1.2821  -0.9920
C  -3.2103  -0.8449  -5.3380
O  -2.5795  -0.0697  -4.3234
H  -2.6152  -0.7518  -6.2426
H  -3.2593  -1.9002  -5.0544
H  -4.2201  -0.4787  -5.5406
H  -3.1036  -0.1505  -3.5211
C  3.7016  -0.3829  4.2818
O  3.8535  -0.4156  2.8642
H  3.9666  0.6159  4.6174
H  2.6702  -0.5907  4.5685
H  4.3654  -1.1057  4.7628
H  3.6208  -1.2963  2.5621

Properties
**LUMO level**: 0.0137 Ha
**Kohn-Sham gap**: 10.55 eV
**Highest occupied orbital energy**: -0.374 Ha
**Structure (SMILES)**: CC(=O)N(C)NS(=O)(=O)F.CO.CO.CO.CO.CO
**F_max**: 0.028 hartree/bohr

Here are the Mulliken charges for atoms 1 to 8, given in e:
1. C -0.6956
2. C 0.7167
3. O -0.6098
4. N 0.2099
5. C -1.0300
6. N -0.0630
7. S 1.0407
8. O -0.6047

No. 2
Molecular formula: C8H27NOP2
Method: DFT, wB97M-V/def2-TZVPD

Element x y z (Å)
C  -0.1195  2.3747  -0.6452
C  -1.0059  1.1258  -0.4848
P  -1.2964  -0.0050  -1.9567
P  -3.2499  0.7302  -3.1977
C  0.2847  -0.0024  -2.9574
C  0.5456  1.1697  -3.9159
H  -0.7147  3.2710  -0.8203
H  0.5917  2.2763  -1.4642
H  0.4621  2.5733  0.2647
H  -2.0173  1.4183  -0.1859
H  -0.6129  0.5358  0.3541
H  -2.9987  -0.4868  -3.9821
H  -2.4342  1.5157  -4.1246
H  -3.3565  1.9156  -2.3141
H  -3.9578  -0.0606  -2.1871
H  -4.4751  1.0559  -3.9013
H  1.1304  -0.1008  -2.2573
H  0.2604  -0.9387  -3.5178
H  0.1834  2.1148  -3.5138
H  1.6083  1.2740  -4.1565
H  0.0065  1.0184  -4.8511
C  2.2412  -2.5418  2.8174
C  2.1743  -1.1046  2.3332
C  1.3607  -0.1664  3.2289
O  -0.0128  -0.4226  3.0837
C  -0.6411  -1.2190  4.0866
N  1.4819  -1.0783  1.0006
H  1.2645  -3.0249  2.7688
H  2.9385  -3.1282  2.2181
H  2.5859  -2.5673  3.8496
H  3.1785  -0.7086  2.1811
H  1.5271  0.8673  2.9135
H  1.6936  -0.2608  4.2655
H  -0.1454  -1.0896  5.0510
H  -0.6414  -2.2769  3.8169
H  -1.6698  -0.8772  4.1641
H  1.7749  -1.8228  0.3679
H  1.5903  -0.1865  0.5069
H  0.4650  -1.1671  1.1611

Properties
**LUMO level**: -0.0260 Ha
**Kohn-Sham gap**: 4.37 eV
**Highest occupied orbital energy**: -0.187 Ha
**F_max**: 0.024 hartree/bohr

Here are the Mulliken charges for atoms 1 to 8, given in e:
1. C -1.1036
2. C -0.1366
3. P -0.2018
4. P -0.3976
5. C -0.4830
6. C -1.2125
7. H 0.2839
8. H 0.2515

No. 3
Molecular formula: C8H28AlN11O7
Method: DFT, wB97M-V/def2-TZVPD

Element x y z (Å)
C  2.2906  2.3013  0.0653
C  1.1241  1.2284  -0.3791
N  0.0968  0.9323  0.6919
Al  -1.5159  1.9562  0.2377
C  -0.9912  3.8882  -0.3013
O  -1.1824  4.8264  0.6595
O  -0.4151  4.2208  -1.6450
H  1.7414  3.2926  0.4235
H  3.0649  1.8869  0.8399
H  2.8512  2.6073  -0.9399
H  1.5560  0.2192  -0.8099
H  0.5286  1.7431  -1.2765
H  -0.2165  -0.0675  0.5039
H  -2.2829  1.1973  -0.9602
H  -2.4234  1.9540  1.5471
C  0.6261  -2.9449  1.7914
O  -0.2013  -2.4383  1.0501
N  1.1883  -4.1417  1.5440
N  1.0498  -2.3514  2.9218
H  1.8711  -4.5750  2.1423
H  0.8969  -4.6224  0.7028
H  0.6516  -1.4487  3.1453
H  1.7302  -2.7527  3.5448
C  -1.3937  -2.9336  -2.5623
O  -2.0318  -3.8480  -2.0649
N  -0.5786  -2.1405  -1.8438
N  -1.4485  -2.6374  -3.8734
H  -0.0451  -1.3828  -2.2355
H  -0.5085  -2.3295  -0.8524
H  -2.0505  -3.2104  -4.4502
H  -0.9306  -1.8886  -4.3012
C  1.9227  4.5907  3.5117
O  2.7400  3.7564  3.1556
N  0.5957  4.4083  3.3870
N  2.2760  5.7669  4.0607
H  -0.0925  5.0834  3.6744
H  0.2872  3.5358  2.9783
H  3.2657  5.9441  4.1725
H  1.6178  6.4662  4.3600
C  -4.3593  -0.3950  2.4295
O  -4.2079  0.6935  1.8976
N  -3.8582  -1.5322  1.9145
N  -5.0408  -0.5546  3.5784
H  -3.9723  -2.4376  2.3378
H  -3.3382  -1.4563  1.0499
H  -5.4346  0.2766  3.9996
H  -5.1760  -1.4426  4.0314
C  2.2738  -2.0976  -5.1133
O  1.8212  -1.3704  -4.2431
N  1.5186  -2.9859  -5.7842
N  3.5681  -2.0754  -5.4792
H  1.8731  -3.5930  -6.5038
H  0.5381  -3.0348  -5.5393
H  4.1713  -1.4206  -4.9987
H  3.9592  -2.6662  -6.1933

Properties
**LUMO level**: 0.1347 Ha
**Kohn-Sham gap**: 2.75 eV
**Charge**: -2
**Highest occupied orbital energy**: 0.034 Ha
**F_max**: 0.125 hartree/bohr

Here are the Mulliken charges for atoms 1 to 8, given in e:
1. C -0.7387
2. C -0.2019
3. N -0.2890
4. Al -0.0839
5. C 0.4218
6. O -0.6544
7. O -0.7520
8. H 0.0665

No. 4
Molecular formula: C8H28EuOP2
Method: DFT, wB97M-V/def2-TZVPD

Element x y z (Å)
Eu  -1.3200  -0.0629  -0.7239
H  -3.4382  -0.5800  -1.1424
H  -3.4655  0.2315  -1.1937
P  0.3520  -2.4532  -0.6136
P  0.3600  2.4096  -0.5784
C  0.5798  3.5281  0.8110
H  0.7762  4.5271  0.3918
H  -0.3156  3.6121  1.4372
H  1.4373  3.2900  1.4431
C  1.7050  3.1086  -1.5994
H  1.6438  2.8131  -2.6589
H  1.5759  4.2180  -1.5599
H  2.7105  2.9031  -1.2077
C  -0.9417  3.3852  -1.3646
H  -1.8510  3.4239  -0.7504
H  -0.5444  4.4148  -1.4276
H  -1.1581  3.0694  -2.3961
C  1.8008  -3.1951  -1.5173
H  1.6200  -4.3140  -1.5265
H  1.8651  -2.8522  -2.5732
H  2.7616  -3.0307  -0.9903
C  0.4161  -3.6695  0.7286
H  -0.5337  -3.7100  1.2844
H  0.5758  -4.6689  0.2633
H  1.2496  -3.5111  1.4299
C  -0.8570  -3.4137  -1.5922
H  -0.9610  -3.0550  -2.6338
H  -0.4443  -4.4487  -1.6450
H  -1.8309  -3.4714  -1.0768
H  0.4241  -0.0392  -1.7270
H  0.5946  -0.0109  -0.6133
C  0.2908  0.4997  3.2294
C  -0.8913  -0.2850  2.7201
O  -1.4672  0.1493  1.5237
H  1.1149  0.5106  2.5180
H  0.6201  0.1025  4.1973
H  0.0666  1.5508  3.4751
H  -0.6376  -1.3377  2.5459
H  -1.5919  -0.3252  3.5331
H  -2.2908  0.6872  1.5799

Properties
**LUMO level (spin up / spin down)**: 0.0084 / -0.0011 Ha
**Kohn-Sham gap (spin up / spin down)**: 4.10 / 3.89 eV
**⟨S²⟩**: 15.854
**Highest occupied orbital energy (spin up / spin down)**: -0.142 / -0.144 Ha
**2S+1**: 8
**F_max**: 0.036 hartree/bohr

Here are the Mulliken charges for atoms 1 to 8, given in e:
1. Eu -0.1169
2. H 0.0610
3. H -0.0297
4. P 0.7075
5. P 0.8939
6. C -1.3914
7. H 0.4381
8. H 0.3275

Look up the F_max of the second one.
0.024 hartree/bohr

The highest F_max belongs to which entry?
C8H28AlN11O7

What is the formula in the third record?
C8H28AlN11O7